a.
ORCA calculation (ωB97M-V/def2-TZVPD) on a cluster of 2 separate species, C4H10O3 in total.

Values from the calculation:
Molecular weight, g/mol: 106.12
E_LUMO, eV: 0.39
Gap between HOMO and LUMO, eV: 9.5

Element x y z (Å)
1 C -0.9645 1.5829 1.2523
2 O -0.1113 2.0006 0.1597
3 C -0.6936 2.0454 -1.0096
4 C 0.6691 -0.8338 -0.9575
5 O 1.5753 -0.2687 -0.0230
6 C 0.1381 -2.1198 -0.3436
7 O -0.3255 -1.8644 0.9665
8 H -0.5029 1.9608 2.1650
9 H -0.9997 0.4891 1.2523
10 H -1.9606 2.0008 1.1010
11 H -0.1816 -0.1614 -1.1456
12 H 0.1607 2.3059 -1.6826
13 H 1.1719 -1.0272 -1.9146
14 H 1.3824 0.6757 0.0596
15 H 0.9292 -2.8847 -0.3359
16 H -0.7040 -2.5026 -0.9270
17 H 0.4170 -1.3986 1.3829

---

b.
ORCA calculation (ωB97M-V/def2-TZVPD) on a cluster of 2 separate species, C4H10O3 in total.

Values from the calculation:
SMILES: COCC(=O)CO.[H][H]
Molecular weight, g/mol: 106.12
E_LUMO, eV: 0.79
Gap between HOMO and LUMO, eV: 11.0

Element x y z (Å)
1 C -0.8654 0.9799 2.2854
2 O -0.3638 -0.0977 1.5307
3 C 0.4604 0.3171 0.4877
4 C 0.5489 -0.7643 -0.5711
5 O 0.0519 -1.8603 -0.4388
6 C 1.2748 -0.4250 -1.8665
7 O 1.0872 -1.4318 -2.8106
8 H -1.4772 0.5533 3.0826
9 H -1.4927 1.6407 1.6663
10 H -0.0582 1.5791 2.7321
11 H -2.4676 0.0262 -0.6059
12 H 0.0747 1.2299 0.0000
13 H 1.4799 0.5565 0.8413
14 H -2.1229 -0.4136 -0.1127
15 H 2.3443 -0.2829 -1.6365
16 H 0.9018 0.5379 -2.2468
17 H 0.6239 -2.1450 -2.3372

---

Taking the most stable structure as the zero point, the relative energies in hartree are a 0.0694; b 0.0000.

---

a.
ORCA calculation (ωB97M-V/def2-TZVPD) on a cluster of 2 separate species, C4H10O3 in total.

Values from the calculation:
SMILES: C[C@@H](O)CC=O.O
Molecular weight, g/mol: 106.12
E_LUMO, eV: 0.61
Gap between HOMO and LUMO, eV: 10.3

Element x y z (Å)
1 O 1.5120 -2.4159 -1.7475
2 C 0.6247 -1.7093 -1.3497
3 C 0.4400 -1.4373 0.1639
4 C -0.3142 -0.1340 0.4419
5 C 0.0427 0.4616 1.7777
6 O 0.0073 0.8061 -0.6091
7 H -0.1672 -1.2767 -1.9745
8 H 1.4057 -1.5565 0.6601
9 H 0.0022 -2.4202 0.4037
10 H -1.3853 -0.3368 0.3970
11 H -0.6228 1.2713 2.0931
12 H 0.9792 1.0382 1.7880
13 H 0.1214 -0.2237 2.6182
14 H 0.5681 1.4673 -0.2135
15 H -1.9267 3.1464 1.6354
16 H -1.4464 2.5065 0.2058
17 O -1.7593 3.2896 0.6989

---

b.
ORCA calculation (ωB97M-V/def2-TZVPD) on a cluster of 2 separate species, C4H10O3 in total.

Values from the calculation:
SMILES: O=CCCCO.O
Molecular weight, g/mol: 106.12
E_LUMO, eV: 0.64
Gap between HOMO and LUMO, eV: 10.3

Element x y z (Å)
1 C 0.4664 -1.8977 1.1159
2 O -0.8386 -1.5903 1.5861
3 C 0.3760 -1.8567 -0.4168
4 C 0.3605 -0.4669 -1.1134
5 C -0.1348 -0.3106 -2.5032
6 O -0.0696 0.5712 -3.4290
7 H 1.1749 -1.1560 1.5849
8 H 0.8331 -2.8190 1.4754
9 H -1.5810 -2.1878 1.7190
10 H 1.2543 -2.5453 -0.8007
11 H -0.4683 -2.3595 -0.7832
12 H 1.3434 -0.0093 -1.1012
13 H -0.2327 0.2964 -0.5556
14 H -0.5180 -1.3471 -3.0037
15 H -0.5324 5.5563 3.4226
16 H -0.6586 4.0649 3.2689
17 O 0.0304 4.7314 3.3777

---

Taking the most stable structure as the zero point, the relative energies in hartree are a 0.0000; b 0.0447.

---

a.
ORCA calculation (ωB97M-V/def2-TZVPD) on an isolated molecule of C7H9NO3.

Values from the calculation:
Molecular weight, g/mol: 155.15
E_LUMO (alpha / beta), eV: 0.69 / 0.68
Gap between HOMO and LUMO (alpha / beta), eV: 7.2 / 7.4

Element x y z (Å)
1 C 0.1179 2.2241 -0.0665
2 C 3.2891 0.3887 0.0826
3 C -1.3638 1.7720 0.1570
4 C -1.2752 0.2643 0.3178
5 C 0.8319 -1.3319 0.4167
6 C 2.0484 -1.6148 -0.4694
7 C 0.1990 -0.0108 0.1790
8 N 0.8650 1.0959 -0.2022
9 O 2.2672 1.1661 -0.3042
10 O 4.2862 0.9485 0.4822
11 O 3.2455 -0.9326 -0.1014
12 H 0.3986 3.1968 -0.5921
13 H -1.7456 2.2434 1.0757
14 H -1.8583 2.0429 -0.7479
15 H -1.6939 -0.0953 1.2625
16 H -1.9241 -0.0984 -0.6683
17 H 0.0800 -2.0934 0.4138
18 H 1.2237 -1.3449 1.4756
19 H 2.3707 -2.7328 -0.1982
20 H 1.9096 -1.4355 -1.5892

---

b.
ORCA calculation (ωB97M-V/def2-TZVPD) on an isolated molecule of C7H9NO3.

Values from the calculation:
SMILES: C/C(O)=C(/C#N)C(=O)[C@@H](C)O
Molecular weight, g/mol: 155.15
E_LUMO, eV: 0.19
Gap between HOMO and LUMO, eV: 9.7

Element x y z (Å)
1 C 2.1242 0.1031 0.6763
2 C 0.9001 0.6393 0.2766
3 C 0.6142 1.9741 0.4551
4 C -0.1907 -0.2014 -0.3125
5 C -0.5445 2.7446 -0.0563
6 C -1.4779 -2.5877 -0.0661
7 C -0.1987 -1.8096 -0.2373
8 N 3.1442 -0.3996 0.8754
9 O -1.0177 0.3133 -1.0192
10 O 1.5286 2.7691 1.1121
11 O 0.4406 -2.1312 -1.5323
12 H -0.7878 3.5131 0.7044
13 H -0.2253 3.0810 -1.0295
14 H -1.3668 2.0406 -0.2535
15 H -1.7556 -3.0320 -0.9813
16 H -1.3118 -3.4782 0.5824
17 H -2.2843 -1.9476 0.4972
18 H 0.5142 -2.1984 0.5091
19 H 1.2234 3.6765 1.2462
20 H 0.6715 -3.0690 -1.4466

---

c.
ORCA calculation (ωB97M-V/def2-TZVPD) on an isolated molecule of C7H9NO3.

Values from the calculation:
SMILES: CN(C)CC(=O)C(=C=O)C=O
Molecular weight, g/mol: 155.15
E_LUMO, eV: 0.19
Gap between HOMO and LUMO, eV: 9.2

Element x y z (Å)
1 C 1.9339 0.0626 -0.2971
2 C 1.8517 -1.1799 -0.7285
3 C 0.8936 1.1250 -0.6186
4 C 3.1452 0.5615 0.2673
5 C -0.5815 1.0974 -0.1839
6 C -0.9884 -0.8341 1.2869
7 C -2.3334 -0.4793 -0.7623
8 N -1.0838 -0.2615 -0.0696
9 O 1.7470 -2.3024 -1.0295
10 O 1.3175 2.1917 -1.0296
11 O 3.9806 -0.1003 0.7890
12 H 3.0478 1.6905 0.3470
13 H -0.6905 1.6200 0.8209
14 H -1.0883 1.6214 -0.9892
15 H -2.1674 -1.0785 1.6719
16 H -0.4467 -1.8116 1.2492
17 H -0.5268 -0.1199 1.9041
18 H -2.5435 -1.5354 -0.7800
19 H -3.2410 -0.1449 -0.0219
20 H -2.2261 -0.1223 -1.8262

---

Taking the most stable structure as the zero point, the relative energies in hartree are a 0.1343; b 0.0000; c 0.0385.

---

a.
ORCA calculation (ωB97M-V/def2-TZVPD) on a structure of composition C5H12O3.

Values from the calculation:
Molecular weight, g/mol: 120.15
E_LUMO, eV: 0.85
Gap between HOMO and LUMO, eV: 10.1

Element x y z (Å)
1 C 0.2816 0.9836 -0.0082
2 C 1.6219 1.5285 0.4769
3 C 0.2641 0.8218 -1.5243
4 C 0.3151 -0.7431 0.7866
5 O 0.4740 -0.5703 2.1214
6 O 0.8755 -1.5814 0.1274
7 H 1.1588 -1.2038 2.3900
8 H -0.4805 1.7160 0.3049
9 H 1.6205 1.7010 1.5538
10 H -0.7444 0.6095 -1.8908
11 H 2.4322 0.8328 0.2417
12 H 1.8547 2.4792 -0.0121
13 H 0.9103 -0.0051 -1.8283
14 H 0.5962 1.7350 -2.0275
15 C -2.0498 -1.7290 -0.2539
16 O -1.5507 -0.8089 0.7202
17 H -1.0253 0.1469 0.3314
18 H -2.5511 -2.5582 0.2466
19 H -2.7566 -1.2021 -0.8963
20 H -1.2465 -2.1525 -0.8594

---

b.
ORCA calculation (ωB97M-V/def2-TZVPD) on a cluster of 2 separate species, C5H12O3 in total.

Values from the calculation:
SMILES: CC(C)=CO.OCO
Molecular weight, g/mol: 120.15
E_LUMO, eV: 0.67
Gap between HOMO and LUMO, eV: 8.8

Element x y z (Å)
1 C 0.9484 -0.6194 0.0315
2 C 0.9004 0.7198 -0.2298
3 C -2.2029 0.6597 -0.3979
4 C 1.4300 -1.5779 -1.0125
5 C 0.7663 -1.1870 1.4051
6 O 0.6231 1.5691 0.8316
7 O -1.0391 1.5892 -1.1319
8 O -2.2606 0.9080 0.9344
9 H 0.2211 2.3702 0.4699
10 H -1.2428 2.5386 -1.0553
11 H -1.3829 0.7999 1.3374
12 H 1.3939 1.1378 -1.1047
13 H -3.1185 1.0043 -0.8753
14 H -1.8859 -0.3447 -0.6791
15 H 1.6662 -1.7113 1.7380
16 H 0.7339 -2.4162 -1.1279
17 H 2.3834 -2.0308 -0.7231
18 H 1.5609 -1.0909 -1.9774
19 H 0.5662 -0.4091 2.1391
20 H -0.0613 -1.9094 1.4280

---

c.
ORCA calculation (ωB97M-V/def2-TZVPD) on a cluster of 2 separate species, C5H12O3 in total.

Values from the calculation:
SMILES: C[C@H](O)OO.C=CC
Molecular weight, g/mol: 120.15
E_LUMO, eV: 0.32
Gap between HOMO and LUMO, eV: 9.3

Element x y z (Å)
1 C 0.6686 -0.4739 -1.3876
2 C 2.0108 -0.1505 -0.8125
3 C 0.1055 -1.7219 -1.3022
4 H 0.3432 0.1827 -2.1892
5 H -0.3390 0.5412 -0.1746
6 H 2.7739 -0.2758 -1.5844
7 H -1.1331 -1.6205 -0.2126
8 H 2.0531 0.8831 -0.4688
9 H 2.2504 -0.8100 0.0210
10 H -0.5291 -2.0614 -2.1110
11 H 0.6453 -2.4910 -0.7626
12 C -0.1426 1.6562 1.6994
13 C -0.9531 0.7439 0.8064
14 O -1.0723 -0.4993 1.4195
15 O -1.9009 -1.3313 0.5635
16 O -2.1650 1.2876 0.4605
17 H -2.7407 0.5137 0.2885
18 H -0.0388 2.6289 1.2258
19 H 0.8365 1.2218 1.8795
20 H -0.6728 1.7768 2.6416

---

d.
ORCA calculation (ωB97M-V/def2-TZVPD) on a cluster of 2 separate species, C5H12O3 in total.

Values from the calculation:
SMILES: CCC(=O)O.CCO
Molecular weight, g/mol: 120.15
E_LUMO, eV: 0.76
Gap between HOMO and LUMO, eV: 11.0

Element x y z (Å)
1 C 1.7992 0.6908 -0.6350
2 C 2.1723 1.3338 0.6967
3 O 1.2081 -0.5824 -0.4822
4 H 1.8281 -1.1555 -0.0163
5 H 1.0476 1.2998 -1.1395
6 H 2.6860 0.6183 -1.2827
7 H 1.2711 1.4774 1.2924
8 H 2.6286 2.3051 0.5231
9 H 2.8796 0.7095 1.2458
10 C -1.8953 -1.1479 -0.0727
11 C -2.0961 -0.4224 -1.3954
12 C -1.1507 -0.3002 0.9258
13 O -0.5665 -1.0512 1.8682
14 O -1.1067 0.8999 0.9511
15 H -0.1000 -0.4892 2.5083
16 H -2.8581 -1.3897 0.3757
17 H -1.3332 -2.0750 -0.2082
18 H -2.5538 0.5451 -1.2247
19 H -2.7294 -1.0005 -2.0576
20 H -1.1310 -0.2658 -1.8729

---

Taking the most stable structure as the zero point, the relative energies in hartree are a 0.1181; b 0.0878; c 0.1838; d 0.0000.